Entry 1:
{"formula": "C23H47CdClN2O7P2", "method": "ωB97M-V with the def2-TZVPD basis set", "charge": 2, "fmax_ev_per_a": 1.6, "lumo_ev": -10.82, "molar_mass_g_mol": 673.449, "e_tot_ev": -77568.940, "homo_energy_ev": -12.20, "homo_lumo_gap_ev": 1.38, "symbols": ["C", "C", "C", "C", "O", "C", "C", "C", "C", "Cl", "C", "O", "C", "C", "C", "C", "C", "C", "O", "N", "C", "C", "O", "C", "C", "C", "C", "C", "C", "P", "O", "O", "O", "P", "N", "H", "H", "H", "H", "H", "H", "H", "H", "H", "H", "H", "H", "H", "H", "H", "H", "H", "H", "H", "H", "H", "H", "H", "H", "H", "H", "H", "H", "H", "H", "H", "H", "H", "H", "H", "H", "H", "H", "H", "H", "H", "H", "H", "H", "H", "H", "H", "Cd"], "xyz": [[6.209, 0.583, 0.481], [5.116, 0.092, -0.163], [4.179, 0.959, -0.962], [2.980, 1.510, -0.119], [1.822, 1.002, -0.711], [0.525, 1.169, -0.137], [-0.115, 2.447, -0.727], [-1.633, 2.469, -0.911], [-1.987, 3.613, -1.872], [-3.595, 4.277, -1.548], [0.495, 1.224, 1.398], [-0.720, 1.779, 1.825], [-0.640, 2.453, 3.073], [-1.967, 3.157, 3.304], [-2.006, 4.513, 2.580], [-0.164, -0.127, -0.613], [-0.287, -0.247, -2.138], [0.607, -1.336, -2.731], [1.684, -1.578, -2.254], [0.132, -2.037, -3.889], [-0.001, -1.153, -5.054], [-1.093, -2.774, -3.620], [-1.406, -0.314, 0.078], [-1.876, -1.618, 0.120], [-1.553, -2.367, 1.417], [-0.104, -2.812, 1.605], [0.024, -4.034, 2.529], [1.456, -4.073, 3.110], [-0.264, -5.332, 1.742], [-3.690, -1.474, -0.022], [-4.348, -1.312, 1.340], [-4.118, -0.241, -0.876], [-4.223, -2.830, -0.657], [3.114, 3.371, -0.139], [2.594, 4.027, -1.460], [7.214, 0.225, 0.284], [6.105, 1.403, 1.189], [4.858, -0.961, -0.080], [4.758, 1.774, -1.386], [3.753, 0.325, -1.735], [3.146, 1.173, 0.913], [0.367, 2.630, -1.688], [0.138, 3.285, -0.076], [-2.028, 1.553, -1.340], [-2.124, 2.696, 0.030], [-1.234, 4.397, -1.845], [-1.980, 3.247, -2.898], [0.579, 0.207, 1.809], [1.325, 1.800, 1.814], [-0.412, 1.744, 3.877], [0.157, 3.206, 3.045], [-2.746, 2.520, 2.884], [-2.121, 3.285, 4.373], [-1.304, 4.502, 1.743], [-1.665, 5.303, 3.246], [-2.990, 4.751, 2.190], [0.519, -0.925, -0.309], [-1.328, -0.463, -2.396], [-0.048, 0.694, -2.631], [-0.705, -1.595, -5.754], [0.956, -1.033, -5.554], [-0.380, -0.156, -4.800], [-1.988, -2.121, -3.622], [-1.024, -3.280, -2.658], [-1.257, -3.500, -4.412], [-1.563, -2.236, -0.732], [-2.156, -3.311, 1.404], [-1.874, -1.770, 2.278], [0.471, -1.983, 2.015], [0.345, -3.050, 0.637], [-0.691, -3.937, 3.351], [2.049, -4.858, 2.648], [1.436, -4.250, 4.183], [1.989, -3.136, 2.954], [-0.143, -5.184, 0.670], [0.414, -6.126, 2.044], [-1.264, -5.719, 1.948], [-3.921, -0.280, -1.823], [-4.705, -2.748, -1.494], [4.476, 3.576, 0.146], [2.432, 3.790, 1.021], [3.325, 4.536, -1.944], [-4.311, -2.981, 2.478]], "forces_ev_per_angstrom": [[-0.270, -0.033, -0.073], [-0.018, 0.201, 0.273], [-0.622, 0.060, 1.420], [0.709, -0.036, -0.085], [-0.127, -0.115, 0.321], [-0.898, 0.467, -0.058], [-0.071, -0.344, 0.022], [-0.019, 0.889, -0.192], [0.550, -0.462, -0.339], [-0.123, 0.070, -0.002], [-0.056, -0.382, 0.299], [0.077, 0.129, -0.122], [-0.231, 0.126, 0.293], [0.175, 0.188, -0.484], [0.337, -0.183, 0.118], [0.950, -0.419, -0.133], [-0.434, -0.224, 0.105], [0.534, -0.023, -0.024], [-0.412, -0.043, -0.028], [-0.147, 0.113, 0.076], [0.063, 0.042, -0.046], [-0.119, 0.440, -0.112], [-0.035, 0.214, 0.033], [-0.368, -0.146, 0.009], [-0.082, -0.388, 0.022], [-0.114, 0.068, 0.189], [0.825, -0.078, -0.498], [-0.139, 0.095, 0.141], [-0.390, 0.037, 0.465], [-0.084, 0.646, -0.279], [-0.014, 0.369, -0.299], [-0.072, -0.521, -0.059], [0.181, 0.251, -0.066], [-0.178, 0.331, -0.772], [0.160, -0.065, 0.241], [-0.093, -1.038, 1.134], [0.309, 1.023, -1.056], [0.763, -0.342, -1.185], [-0.086, -0.017, -0.312], [0.007, 0.171, -0.218], [-0.345, 0.021, 0.103], [0.135, 0.045, 0.020], [0.119, 0.128, -0.115], [-0.067, -0.139, 0.234], [-0.053, -0.408, 0.140], [-0.215, 0.268, 0.278], [-0.130, 0.053, -0.069], [0.232, -0.035, -0.008], [0.092, 0.113, -0.218], [0.028, -0.100, -0.023], [0.157, -0.099, -0.009], [-0.086, -0.161, 0.279], [-0.179, -0.060, 0.037], [-0.115, -0.015, -0.162], [-0.133, 0.132, -0.008], [-0.065, 0.121, 0.079], [0.023, 0.025, 0.165], [-0.038, 0.084, -0.077], [0.111, 0.026, -0.007], [0.058, -0.083, -0.085], [0.067, -0.010, 0.012], [-0.091, 0.006, 0.032], [-0.052, -0.007, 0.130], [0.031, -0.207, -0.052], [0.094, -0.182, 0.066], [0.141, 0.064, -0.058], [0.021, -0.089, -0.132], [0.090, 0.187, -0.029], [-0.092, 0.119, 0.020], [-0.013, -0.040, -0.048], [-0.018, 0.081, 0.067], [0.043, -0.036, -0.014], [0.058, -0.129, 0.035], [-0.009, 0.065, 0.037], [-0.010, -0.058, -0.063], [0.031, -0.046, 0.012], [-0.111, 0.005, -0.228], [0.059, 0.348, -0.067], [-0.122, -0.257, 0.004], [-0.011, -0.147, 0.387], [0.027, -0.145, 0.140], [-0.148, 0.064, -0.207], [0.049, -0.572, 0.681]]}

Entry 2:
{"formula": "C23H47F2NO24S2Zn", "method": "ωB97M-V with the def2-TZVPD basis set", "fmax_ev_per_a": 8.8, "lumo_ev": 0.11, "molar_mass_g_mol": 889.132, "e_tot_ev": -150761.565, "homo_energy_ev": -9.22, "homo_lumo_gap_ev": 9.33, "symbols": ["Zn", "N", "S", "O", "O", "F", "S", "O", "O", "F", "C", "C", "O", "O", "H", "H", "H", "C", "O", "C", "C", "O", "C", "C", "O", "C", "H", "H", "H", "H", "H", "H", "H", "H", "H", "H", "H", "H", "H", "H", "C", "O", "C", "O", "O", "C", "H", "H", "H", "H", "H", "H", "C", "O", "C", "O", "O", "C", "H", "H", "H", "H", "H", "H", "C", "O", "C", "O", "O", "C", "H", "H", "H", "H", "H", "H", "C", "O", "C", "O", "O", "C", "H", "H", "H", "H", "H", "H", "C", "O", "C", "O", "O", "C", "H", "H", "H", "H", "H", "H"], "xyz": [[-2.068, 1.702, -0.518], [-3.464, 0.741, 0.332], [-3.718, -0.667, 0.905], [-4.728, -1.527, 0.278], [-3.329, -0.859, 2.274], [-2.340, -1.235, 0.237], [-5.260, 1.078, 0.423], [-5.932, 1.042, 1.687], [-6.053, 0.735, -0.787], [-5.111, 2.694, 0.345], [1.912, 1.459, -0.596], [0.352, 1.613, -0.589], [-0.177, 2.478, -1.329], [-0.315, 0.695, -0.108], [2.409, 2.425, -0.692], [2.203, 0.909, -1.491], [2.191, 0.982, 0.343], [-0.480, -3.022, -2.204], [0.486, -1.911, -2.180], [1.819, -2.383, -1.891], [2.064, -2.687, -0.320], [1.436, -3.917, 0.066], [1.229, -3.985, 1.464], [0.294, -5.138, 1.678], [0.217, -5.442, 3.051], [-0.525, -6.541, 3.403], [-1.448, -2.538, -2.072], [-0.341, -3.750, -1.405], [-0.356, -3.536, -3.157], [2.506, -1.578, -2.151], [2.237, -3.230, -2.435], [1.856, -1.781, 0.250], [3.138, -2.876, -0.317], [0.828, -3.027, 1.796], [2.178, -4.211, 1.951], [0.726, -5.937, 1.076], [-0.649, -4.842, 1.218], [-0.411, -7.442, 2.799], [-1.590, -6.363, 3.252], [-0.234, -6.784, 4.424], [0.011, 0.472, -3.940], [-1.340, 0.070, -4.350], [-2.301, 0.178, -3.497], [-2.348, 0.649, -2.347], [-3.399, -0.252, -4.246], [-4.711, 0.075, -3.832], [-0.014, 1.558, -4.036], [0.733, -0.021, -4.591], [0.180, 0.126, -2.920], [-4.785, 0.697, -2.940], [-5.100, -0.899, -3.536], [-5.242, 0.505, -4.682], [-0.814, 1.849, 3.434], [-1.631, 3.060, 3.359], [-2.055, 3.597, 2.203], [-1.733, 3.135, 1.066], [-2.712, 4.699, 2.517], [-3.113, 5.589, 1.430], [-0.684, 1.439, 4.436], [0.178, 2.148, 3.093], [-1.252, 1.001, 2.907], [-3.003, 6.662, 1.589], [-4.172, 5.392, 1.269], [-2.599, 5.292, 0.516], [-1.972, 3.976, -3.937], [-3.155, 4.637, -3.332], [-3.563, 4.092, -2.140], [-3.049, 3.171, -1.519], [-4.590, 4.689, -1.686], [-5.016, 6.000, -1.886], [-2.288, 2.984, -4.258], [-0.940, 4.073, -3.601], [-1.855, 4.370, -4.946], [-5.994, 5.929, -2.362], [-4.322, 6.615, -2.459], [-5.163, 6.622, -1.004], [2.973, 0.182, 3.740], [2.842, -1.096, 4.312], [3.750, -2.131, 4.094], [4.760, -2.020, 3.439], [3.422, -3.077, 4.974], [4.238, -4.276, 5.039], [3.350, 0.215, 2.717], [3.628, 0.753, 4.398], [2.019, 0.708, 3.778], [3.617, -5.103, 5.382], [5.128, -4.176, 5.661], [4.534, -4.510, 4.017], [5.859, 1.758, -2.273], [5.691, 0.350, -2.073], [5.384, -0.089, -0.817], [5.097, 0.697, 0.108], [5.547, -1.416, -0.843], [5.655, -2.047, 0.418], [4.983, 2.379, -2.088], [6.231, 2.097, -3.240], [6.650, 2.079, -1.596], [6.669, -1.970, 0.811], [5.411, -3.089, 0.215], [4.820, -1.740, 1.048]], "forces_ev_per_angstrom": [[1.743, 0.558, -0.823], [-6.586, 1.307, 0.832], [4.854, -7.274, 0.385], [0.927, 2.325, 1.342], [-1.582, 0.736, -0.207], [-0.588, -0.150, -0.250], [-3.014, 3.956, -3.126], [1.247, -1.502, -0.163], [2.783, 0.653, 2.730], [0.644, -0.891, -0.582], [-1.271, 0.837, 0.567], [2.826, -0.062, -2.614], [-0.296, 0.956, 0.429], [-1.079, -0.994, 1.837], [-0.136, 0.063, 0.205], [-0.132, -0.412, 0.204], [0.335, -0.196, -0.343], [0.629, 1.039, -0.036], [0.754, -2.140, 0.271], [-0.321, 0.605, 2.377], [0.405, -0.588, -2.923], [-0.126, 1.294, -0.201], [0.364, 0.157, -0.160], [0.013, 0.194, -0.133], [1.085, 0.953, -0.774], [-0.944, -0.920, 0.050], [-0.044, -0.216, -0.279], [0.215, 0.301, 0.094], [-0.352, -0.004, -0.131], [-0.097, 0.336, 0.146], [-0.872, -0.442, -0.403], [-0.566, -0.285, 0.345], [0.327, 0.196, 0.373], [-0.062, -0.039, 0.382], [0.212, 0.197, 0.347], [-0.151, -0.558, 0.139], [-0.504, -0.264, 0.240], [0.882, -0.138, -0.360], [-0.376, 0.324, 0.656], [-0.504, -0.005, 0.035], [-0.772, 0.097, 0.407], [2.024, -0.301, 0.169], [-2.936, 0.673, 0.244], [0.197, -1.530, -2.945], [1.978, 1.125, 1.294], [-0.417, -0.963, 0.849], [0.572, -0.097, 0.172], [-0.382, 0.147, -0.165], [-0.015, 0.298, -0.104], [0.346, 0.216, -0.170], [-0.765, 0.220, -0.134], [0.044, -0.081, 0.106], [0.151, 0.088, -0.849], [-0.628, -0.189, 0.187], [2.235, -2.066, -1.110], [-1.407, 1.791, 3.067], [0.208, 0.728, -0.853], [-0.741, -1.195, -0.810], [-0.581, 1.019, 0.427], [-0.085, -0.387, -0.383], [0.047, 0.389, -0.635], [0.526, -0.365, 0.854], [-0.030, 0.034, -0.003], [0.157, 0.056, 0.118], [-0.978, -0.154, -2.279], [1.722, -1.376, 1.154], [2.285, -0.278, -0.939], [-0.679, 1.300, -1.680], [-1.473, 0.008, 2.216], [-0.608, 1.659, -1.278], [0.330, -0.444, 1.030], [-0.645, -0.093, 1.545], [-0.581, 0.947, 0.028], [0.170, 0.245, -0.250], [-0.003, -0.465, -0.517], [0.131, -0.936, 0.780], [0.771, 0.771, 0.071], [-0.133, -2.396, -0.257], [0.369, 2.686, 1.425], [-0.964, -0.697, -0.088], [-0.006, -0.500, -0.122], [-0.189, 0.077, -1.158], [0.113, -0.316, 0.031], [0.313, 0.150, -0.235], [-0.217, -0.536, -0.027], [-0.141, 0.407, 0.198], [-0.203, 0.374, 0.048], [0.256, -0.073, 0.083], [0.559, 0.962, 1.153], [-0.449, -0.208, -0.359], [0.331, 2.839, 0.598], [0.633, -2.844, -2.098], [-0.140, 1.359, -0.269], [-1.134, -1.086, 0.197], [-0.279, -0.490, 0.303], [-0.185, -1.291, -0.459], [-0.172, 0.167, 0.295], [-0.314, 0.292, 0.256], [0.441, -0.140, -0.052], [0.696, 0.464, 0.446]]}